{"formula": "C30H72N4O21P5Si", "method": "ωB97M-V/def2-TZVPD", "energy_ha": -4981.8406, "charge": 1, "fmax_ev_per_a": 3.302, "elements": ["C", "Si", "C", "C", "C", "C", "N", "C", "N", "C", "C", "C", "C", "O", "N", "C", "C", "C", "N", "C", "C", "H", "H", "H", "H", "H", "H", "H", "H", "H", "H", "H", "H", "H", "H", "H", "H", "H", "H", "H", "H", "H", "H", "H", "H", "H", "H", "H", "C", "O", "P", "O", "O", "C", "O", "C", "H", "H", "H", "H", "H", "H", "H", "H", "H", "C", "O", "P", "O", "O", "C", "O", "C", "H", "H", "H", "H", "H", "H", "H", "H", "H", "C", "O", "P", "O", "O", "C", "O", "C", "H", "H", "H", "H", "H", "H", "H", "H", "H", "C", "O", "P", "O", "O", "C", "O", "C", "H", "H", "H", "H", "H", "H", "H", "H", "H", "C", "O", "P", "O", "O", "C", "O", "C", "H", "H", "H", "H", "H", "H", "H", "H", "H"], "coordinates": [[-3.016, 1.614, -1.960], [-1.862, 0.329, -1.162], [-2.965, -1.211, -0.783], [-0.609, -0.224, -2.477], [-1.098, 0.845, 0.529], [-0.090, -0.339, 0.838], [1.166, 0.197, 0.204], [1.087, 1.587, 0.586], [2.214, 2.183, 0.876], [2.244, 3.590, 1.323], [2.966, 3.737, 2.722], [2.085, 3.292, 3.952], [0.646, 3.916, 3.985], [-0.097, 3.583, 5.160], [-0.239, 2.057, 0.630], [-0.588, 3.176, -0.217], [-1.735, 3.996, 0.210], [-2.111, 5.087, -0.666], [-1.522, 5.446, -1.837], [-0.469, 4.673, -2.190], [0.068, 3.531, -1.466], [-2.369, 2.319, -2.559], [-3.609, 2.237, -1.249], [-3.648, 1.064, -2.710], [-3.945, -1.087, -1.303], [-3.195, -1.166, 0.322], [-2.422, -2.154, -1.035], [-1.080, -0.693, -3.384], [0.005, -1.053, -2.012], [0.127, 0.582, -2.757], [-1.982, 0.843, 1.213], [-0.025, -0.344, 1.967], [-0.399, -1.341, 0.449], [1.874, -0.249, 0.807], [3.059, 1.607, 0.785], [1.246, 4.079, 1.381], [2.864, 4.161, 0.577], [3.900, 3.106, 2.751], [3.319, 4.801, 2.792], [2.042, 2.174, 4.093], [2.603, 3.673, 4.880], [0.084, 3.528, 3.081], [0.740, 5.029, 3.812], [-0.998, 3.401, 4.848], [-2.246, 3.725, 1.160], [-3.005, 5.684, -0.354], [0.023, 4.914, -3.165], [0.925, 2.909, -1.800], [-0.340, -6.000, -5.960], [-0.520, -5.102, -4.867], [-1.960, -4.766, -4.289], [-2.076, -4.884, -2.828], [-2.998, -5.653, -5.119], [-3.229, -7.001, -4.708], [-2.235, -3.308, -4.856], [-3.462, -2.696, -4.463], [-0.348, -7.025, -5.589], [-1.107, -5.869, -6.723], [0.632, -5.803, -6.410], [-2.763, -7.224, -3.747], [-2.828, -7.674, -5.467], [-4.303, -7.161, -4.631], [-3.548, -2.675, -3.375], [-4.307, -3.239, -4.891], [-3.477, -1.672, -4.835], [2.106, 7.479, 6.667], [3.184, 7.526, 5.738], [4.694, 7.316, 6.196], [5.443, 6.338, 5.397], [4.648, 7.008, 7.765], [4.405, 5.669, 8.192], [5.284, 8.790, 6.162], [6.667, 8.929, 6.488], [1.828, 6.439, 6.845], [2.359, 7.968, 7.608], [1.252, 7.995, 6.230], [4.433, 4.961, 7.363], [3.426, 5.625, 8.671], [5.165, 5.395, 8.922], [7.278, 8.291, 5.847], [6.835, 8.670, 7.535], [6.956, 9.966, 6.330], [-0.396, -6.682, -0.465], [0.071, -7.979, -0.109], [-0.845, -9.003, 0.689], [-0.913, -10.347, 0.106], [-2.262, -8.282, 0.881], [-3.216, -8.363, -0.175], [-0.238, -8.946, 2.158], [-0.833, -9.812, 3.124], [-0.987, -6.749, -1.378], [-0.985, -6.229, 0.332], [0.466, -6.045, -0.661], [-2.909, -9.061, -0.954], [-3.343, -7.369, -0.611], [-4.169, -8.686, 0.242], [-0.814, -10.846, 2.775], [-1.862, -9.507, 3.320], [-0.261, -9.742, 4.048], [6.669, -0.141, 0.136], [5.551, -0.050, 1.019], [5.501, -0.856, 2.394], [5.136, -0.045, 3.561], [6.891, -1.627, 2.516], [8.018, -0.930, 3.052], [4.486, -2.037, 2.070], [4.185, -2.931, 3.145], [7.452, 0.537, 0.476], [7.052, -1.158, 0.071], [6.350, 0.171, -0.858], [7.741, 0.038, 3.471], [8.751, -0.783, 2.258], [8.466, -1.543, 3.832], [3.817, -2.378, 4.011], [5.074, -3.500, 3.420], [3.412, -3.622, 2.814], [-5.021, 3.445, -6.157], [-4.731, 2.070, -5.924], [-5.819, 0.934, -6.154], [-5.358, -0.201, -6.960], [-7.126, 1.667, -6.710], [-7.217, 1.934, -8.109], [-6.253, 0.556, -4.669], [-7.210, -0.495, -4.537], [-4.913, 3.662, -7.220], [-6.022, 3.712, -5.818], [-4.299, 4.047, -5.607], [-6.419, 1.450, -8.673], [-7.165, 3.014, -8.266], [-8.179, 1.575, -8.469], [-6.862, -1.397, -5.043], [-8.170, -0.185, -4.954], [-7.339, -0.713, -3.478]], "atomic_forces_ev_per_a": [[0.64, 0.49, -0.46], [-1.44, -0.42, -1.62], [0.36, 0.76, 0.98], [1.06, -0.43, 0.41], [-0.50, -1.69, -0.83], [-1.38, 1.10, 0.69], [-0.82, 1.02, 3.03], [-0.30, -2.19, -0.75], [-1.71, 0.84, -0.07], [1.95, 1.19, 0.57], [-0.15, -0.51, 0.00], [0.02, 0.54, 1.03], [0.39, -0.14, -1.67], [0.12, 0.07, -0.79], [2.22, -0.65, -0.79], [-1.55, 2.76, -0.81], [2.01, -0.34, -2.06], [-0.44, -0.78, 1.15], [0.82, -1.94, 1.37], [0.82, -1.02, -0.04], [-1.70, 0.41, 1.73], [-0.69, -0.53, 0.55], [0.19, -0.64, -0.64], [0.32, 0.61, 0.82], [0.85, -0.36, 0.21], [0.13, -0.44, -0.97], [-0.74, 0.58, 0.19], [0.27, 0.73, 0.82], [-0.48, 0.77, -0.52], [-0.80, -0.80, 0.02], [1.01, 0.29, -0.09], [0.42, -0.48, -1.07], [0.34, 0.99, 0.24], [0.39, 0.27, -0.99], [-0.21, 0.64, 0.19], [0.58, -0.89, -0.36], [-0.73, -0.51, 0.58], [-0.85, 0.61, -0.20], [-0.54, -0.91, 0.16], [-0.03, 1.04, -0.43], [-0.36, -0.43, -0.90], [0.44, 0.33, 0.81], [-0.14, -0.90, 0.50], [0.44, 0.13, 0.49], [0.27, 0.52, -0.94], [0.96, -0.46, -0.41], [-0.53, -0.10, 1.00], [-0.68, 0.75, -0.08], [0.20, -0.29, -0.38], [-0.46, 0.30, 0.34], [-0.01, 0.22, -0.05], [0.14, -0.08, -0.25], [0.33, 0.41, 0.27], [-0.13, -0.49, -0.06], [0.32, -0.46, -0.06], [-0.47, 0.31, 0.18], [-0.03, 0.00, -0.07], [-0.02, 0.01, 0.07], [-0.04, 0.11, 0.17], [-0.02, 0.10, 0.01], [-0.02, 0.05, 0.03], [0.03, 0.07, 0.02], [0.02, -0.10, -0.03], [0.02, 0.04, 0.01], [0.13, -0.13, -0.15], [-0.41, 0.02, 0.18], [0.54, 0.00, -0.01], [0.34, 0.21, -0.13], [-0.41, 0.08, 0.14], [0.01, 0.20, -0.50], [-0.16, -0.36, 0.30], [-0.57, -0.34, 0.08], [0.54, 0.05, 0.08], [-0.02, 0.03, 0.08], [0.04, -0.04, -0.02], [0.16, -0.01, -0.12], [0.09, 0.07, -0.03], [0.05, 0.02, -0.02], [0.02, 0.04, -0.06], [-0.07, -0.02, 0.04], [-0.01, -0.01, -0.04], [-0.21, -0.03, -0.03], [-0.05, 0.38, -0.24], [-0.13, -0.39, 0.42], [0.23, -0.32, 0.10], [-0.03, 0.41, 0.00], [0.46, -0.15, 0.09], [-0.37, 0.17, -0.29], [-0.11, 0.39, -0.45], [-0.18, -0.36, 0.32], [-0.04, 0.17, 0.06], [-0.04, -0.06, -0.03], [0.05, -0.20, 0.01], [0.04, -0.07, 0.10], [0.03, -0.03, 0.03], [0.07, -0.04, 0.03], [-0.02, 0.06, -0.04], [0.02, -0.02, -0.02], [0.07, 0.13, -0.15], [0.36, 0.06, -0.43], [-0.44, -0.18, 0.42], [0.07, -0.33, 0.37], [-0.02, 0.06, -0.49], [-0.65, 0.21, -0.18], [0.56, 0.17, 0.12], [0.29, 0.49, -0.38], [-0.16, -0.35, 0.46], [0.02, -0.07, -0.01], [-0.03, 0.02, 0.08], [-0.14, 0.01, 0.14], [-0.10, -0.07, 0.03], [-0.06, -0.04, 0.02], [-0.09, -0.01, -0.02], [0.08, 0.03, -0.04], [-0.03, 0.04, -0.01], [0.09, 0.11, -0.17], [0.04, 0.47, -0.02], [-0.29, -0.50, 0.12], [-0.03, -0.25, -0.01], [0.02, 0.34, 0.19], [0.40, -0.22, 0.38], [-0.14, 0.23, -0.46], [0.25, 0.47, -0.24], [-0.30, -0.41, 0.05], [-0.06, 0.05, 0.03], [0.00, -0.06, -0.04], [0.03, -0.19, 0.01], [-0.03, -0.08, 0.08], [-0.01, -0.05, 0.04], [0.04, -0.04, 0.06], [-0.01, 0.07, -0.04], [0.04, -0.03, 0.00], [0.11, 0.17, -0.03]], "lowdin_charge": [-0.179, 0.548, -0.172, -0.174, -0.271, -0.149, 0.105, -0.256, 0.154, -0.137, -0.151, -0.166, -0.280, -0.068, 0.019, -0.229, 0.012, -0.122, 0.065, -0.123, 0.008, 0.033, 0.037, 0.040, 0.035, 0.039, 0.037, 0.047, 0.038, 0.031, 0.128, 0.139, 0.124, 0.138, 0.176, 0.111, 0.139, 0.120, 0.127, 0.120, 0.119, 0.096, 0.131, 0.088, 0.119, 0.119, 0.120, 0.116, -0.088, -0.196, 0.367, -0.240, -0.225, -0.087, -0.204, -0.093, 0.091, 0.094, 0.094, 0.079, 0.089, 0.094, 0.068, 0.092, 0.086, -0.094, -0.205, 0.359, -0.239, -0.229, -0.093, -0.206, -0.095, 0.085, 0.093, 0.092, 0.083, 0.086, 0.094, 0.087, 0.089, 0.091, -0.098, -0.195, 0.361, -0.225, -0.233, -0.096, -0.211, -0.100, 0.064, 0.091, 0.091, 0.087, 0.083, 0.092, 0.089, 0.087, 0.088, -0.087, -0.225, 0.350, -0.233, -0.225, -0.083, -0.223, -0.090, 0.092, 0.096, 0.092, 0.091, 0.088, 0.096, 0.088, 0.093, 0.090, -0.092, -0.204, 0.357, -0.228, -0.231, -0.090, -0.223, -0.096, 0.090, 0.093, 0.090, 0.090, 0.086, 0.094, 0.084, 0.090, 0.088]}